C5H10O | wB97M-V/def2-TZVPD

Properties
**Orbital gap (alpha / beta)**: 3.5 / 5.9 eV
**Spin multiplicity**: 2
**Highest occupied orbital energy (alpha / beta)**: 0.22 / -2.25 eV
**⟨S²⟩**: 0.7732
**DFT total energy**: -271.656015 hartree
**Charge**: -1
**LUMO level (alpha / beta)**: 0.137 / 0.136 Eh

Last columns: bonded neighbours and bond lengths (Å).
Atoms and positions in Å:
1 C -0.512 -2.965 -0.050  C2 1.499, H6 1.103, H7 1.100, H8 1.109
2 C -0.597 -1.470 -0.112  C1 1.499, C3 1.405, H9 1.089
3 C 0.438 -0.648 0.365  C2 1.405, C4 1.422, H10 1.096
4 C 0.920 0.565 -0.198  C3 1.422, C5 1.390, H11 1.093
5 C 1.941 1.293 0.403  C4 1.390, H12 1.076, H13 1.084
6 H -0.268 -3.571 -0.939  C1 1.103
7 H 0.153 -3.264 0.773  C1 1.100
8 H -1.444 -3.431 0.331  C1 1.109
9 H -1.225 -0.932 -0.820  C2 1.089
10 H 1.057 -1.121 1.135  C3 1.096
11 H 0.547 0.995 -1.131  C4 1.093
12 H 2.312 2.205 -0.030  C5 1.076
13 H 2.237 1.155 1.436  C5 1.084
14 H -1.350 4.371 -0.329  O16 0.983
15 H -2.277 3.118 -0.081  O16 0.954
16 O -1.929 3.700 -0.752  H14 0.983, H15 0.954